[1]
{
  "formula": "C27H29NO4",
  "method": "ωB97M-V with the def2-TZVPD basis set",
  "symbols": ["C", "O", "C", "C", "C", "C", "C", "C", "C", "C", "C", "O", "C", "C", "C", "C", "C", "H", "H", "H", "H", "H", "H", "H", "H", "H", "H", "H", "H", "H", "H", "H", "C", "C", "O", "C", "C", "C", "N", "C", "C", "C", "C", "C", "C", "C", "O", "H", "H", "H", "H", "H", "H", "H", "H", "H", "H", "H", "H", "H", "H"],
  "positions_angstrom": [[-5.847867, 2.604918, 2.589089], [-5.654383, 1.192451, 2.356134], [-4.411724, 0.655297, 2.440232], [-4.290529, -0.710397, 2.070367], [-3.049131, -1.276894, 1.936591], [-1.849276, -0.524763, 2.156947], [-0.594624, -1.098704, 1.818166], [0.665551, -0.457569, 1.978846], [1.807208, -1.236216, 2.332800], [3.034233, -0.664336, 2.519366], [3.199066, 0.732953, 2.333344], [4.455379, 1.224165, 2.502936], [4.661411, 2.651595, 2.412214], [2.088140, 1.530666, 1.961085], [0.860673, 0.933604, 1.761434], [-2.016841, 0.771483, 2.739609], [-3.256249, 1.378228, 2.833807], [-6.912462, 2.747681, 2.405471], [-5.600603, 2.867914, 3.625944], [-5.254933, 3.212283, 1.891355], [-5.206404, -1.260916, 1.861435], [-2.970552, -2.324279, 1.646129], [-0.569459, -2.181136, 1.659736], [1.683084, -2.310737, 2.474181], [3.907448, -1.250817, 2.806005], [5.726609, 2.770091, 2.603035], [4.406846, 3.024736, 1.411074], [4.075094, 3.185369, 3.173066], [2.204925, 2.611497, 1.829386], [0.023645, 1.539299, 1.414984], [-1.146680, 1.312415, 3.102928], [-3.345002, 2.408419, 3.191557], [4.589139, -1.967082, -1.414759], [3.403277, -2.886747, -1.317892], [2.215295, -2.037434, -1.195922], [1.163453, -2.631763, -0.618514], [-0.151720, -2.038140, -1.014177], [-1.346826, -2.832530, -0.706881], [-0.087547, -1.039811, -1.862804], [-1.036423, -0.548203, -2.603139], [-0.779072, 0.473818, -3.592906], [-1.816284, 0.948536, -4.437194], [-1.557059, 1.934874, -5.382734], [-0.259320, 2.458473, -5.513159], [0.780583, 1.979227, -4.698747], [0.526170, 0.985548, -3.749760], [1.241562, -3.574922, 0.160268], [5.477865, -2.548801, -1.676813], [4.440079, -1.194657, -2.179874], [4.769077, -1.479583, -0.451358], [3.275879, -3.483558, -2.235315], [3.469904, -3.551814, -0.447236], [-1.049962, -3.588262, 0.023523], [-2.120548, -2.183740, -0.278812], [-1.768855, -3.331456, -1.596190], [-2.068422, -0.930819, -2.527218], [-2.813224, 0.515786, -4.324057], [-2.364039, 2.299380, -6.022433], [-0.060821, 3.235140, -6.255310], [1.790134, 2.379001, -4.803875], [1.315116, 0.581221, -3.115978]],
  "atomic_forces_ev_per_a": [[0.17, -0.63, -0.01], [0.33, 0.18, 0.21], [0.42, 0.05, -0.29], [-0.41, 0.87, 0.22], [0.54, 0.09, -0.05], [-0.84, 0.25, 0.05], [0.23, -0.61, 0.17], [0.89, 0.48, -0.18], [-0.72, -0.12, -0.16], [0.62, 0.99, -0.07], [-0.50, 0.00, -0.15], [-0.30, 0.41, 0.02], [-0.16, -0.70, 0.01], [0.87, -0.12, 0.21], [-0.30, -0.52, 0.22], [0.09, -0.24, -0.49], [-0.61, -0.32, -0.10], [0.18, 0.15, 0.07], [-0.07, -0.04, -0.22], [-0.11, -0.21, 0.14], [0.25, 0.08, 0.04], [0.01, 0.29, 0.04], [0.03, 0.37, 0.12], [0.02, 0.29, -0.09], [-0.25, 0.13, -0.09], [-0.13, 0.15, -0.05], [0.08, -0.10, 0.21], [0.13, -0.15, -0.16], [-0.07, -0.52, -0.06], [0.31, -0.17, 0.01], [-0.21, -0.13, -0.14], [0.08, -0.48, -0.05], [0.27, 0.13, 0.00], [-0.54, 0.35, 0.14], [0.81, -0.78, -0.05], [-1.49, 0.30, 0.34], [1.14, -0.49, 1.16], [-0.70, -0.33, 0.09], [0.22, 1.43, -1.48], [-0.47, -0.89, 0.87], [0.15, 0.56, -0.58], [0.54, -0.16, 0.44], [0.34, 0.03, 0.06], [-0.09, -0.16, 0.15], [-0.45, -0.22, 0.07], [-0.24, 0.34, -0.34], [0.31, 0.17, -0.26], [-0.03, 0.09, 0.03], [0.00, -0.21, 0.16], [-0.02, 0.01, -0.16], [0.01, 0.13, 0.31], [-0.07, 0.17, -0.31], [-0.30, -0.05, -0.11], [-0.15, -0.22, -0.21], [0.08, 0.10, 0.16], [0.16, 0.10, -0.09], [0.24, 0.20, -0.07], [0.28, -0.10, 0.18], [-0.05, -0.25, 0.24], [-0.28, -0.09, -0.02], [-0.20, 0.14, -0.14]],
  "homo_lumo_gap_ha": 0.14169,
  "homo_energy_ev": -5.632,
  "e_above_lowest_kj_mol": 529.25
}

[2]
{
  "formula": "C27H30AuF9O6",
  "method": "ωB97M-V with the def2-TZVPD basis set",
  "symbols": ["C", "C", "C", "C", "H", "H", "C", "H", "H", "C", "H", "H", "C", "C", "C", "O", "O", "O", "O", "C", "H", "H", "H", "C", "H", "H", "H", "O", "H", "H", "C", "C", "H", "H", "H", "H", "H", "H", "Au", "C", "C", "C", "H", "C", "C", "H", "H", "H", "H", "C", "C", "C", "H", "C", "C", "H", "H", "H", "H", "F", "C", "F", "F", "C", "O", "C", "F", "F", "F", "C", "F", "F", "F"],
  "positions_angstrom": [[-0.138926, -0.209704, -4.427385], [-0.637347, -1.227930, -3.362480], [-0.317990, 1.225833, -3.857864], [-1.428883, 1.072119, -2.821525], [-0.584455, 1.912949, -4.665183], [0.619486, 1.548435, -3.378073], [-1.097794, -0.363677, -2.205348], [0.161115, -1.934035, -3.103685], [-1.498522, -1.788033, -3.753569], [0.048042, -0.214361, -1.185522], [-1.996771, -0.773806, -1.711605], [-2.388128, 0.933436, -3.342621], [-1.585855, 2.197792, -1.879185], [1.332929, -0.351380, -4.772729], [-0.997823, -0.375890, -5.699223], [-1.782610, 0.495759, -6.020327], [2.164919, -0.926756, -4.076843], [1.648898, 0.241913, -5.930149], [-0.862483, -1.495357, -6.437208], [0.059414, -2.597155, -6.170307], [0.133871, -2.865396, -5.101686], [1.043689, -2.339522, -6.590721], [-0.385876, -3.420571, -6.736146], [3.048523, 0.242534, -6.220141], [3.598219, 0.762357, -5.425369], [3.140641, 0.766057, -7.171941], [3.414649, -0.788158, -6.295958], [-0.565484, 0.492829, -0.154378], [0.913787, 0.359832, -1.625776], [0.456699, -1.216480, -0.876552], [-2.941024, 2.528972, -1.436591], [-0.460175, 3.049039, -1.485121], [-0.024057, 3.604394, -2.330297], [0.344874, 2.478648, -0.998645], [-0.816717, 3.783999, -0.752869], [-2.923801, 2.889325, -0.399916], [-3.602991, 1.656169, -1.508074], [-3.367437, 3.337733, -2.055468], [0.066210, -0.100335, 1.805024], [-1.758551, -0.997070, 3.430343], [-2.200791, -0.806790, 2.087584], [-1.521375, -1.803711, 1.282158], [-3.079223, -0.203996, 1.842176], [-0.535348, -2.455278, 2.127841], [-0.749164, -1.988681, 3.465037], [-0.221593, -2.397574, 4.313835], [-2.247893, -0.489411, 4.229308], [-1.789376, -2.094431, 0.257516], [0.150317, -3.266689, 1.866108], [1.904697, 1.343126, 2.432472], [2.215865, 0.249331, 3.295204], [2.215526, -0.953755, 2.534147], [2.519033, 0.331404, 4.322118], [2.252505, -0.569744, 1.136044], [2.085169, 0.869216, 1.078753], [2.239431, 1.498201, 0.201485], [1.829541, 2.384788, 2.756765], [2.357931, -1.956791, 2.944278], [2.504264, -1.224060, 0.300869], [0.725707, 2.383588, 5.322810], [-0.229625, 1.715086, 6.031260], [-0.235204, 2.171446, 7.308688], [-1.419370, 2.025121, 5.434466], [-0.006212, 0.111185, 5.877731], [0.110361, -0.060964, 4.607609], [1.385823, -0.512768, 6.483751], [1.351373, -0.901144, 7.773240], [1.743815, -1.615411, 5.758828], [2.382662, 0.420054, 6.341098], [-1.171494, -0.735229, 6.663314], [-1.237478, -0.523164, 8.004673], [-2.402241, -0.466990, 6.157618], [-0.959892, -2.070477, 6.492326]],
  "atomic_forces_ev_per_a": [[0.34, -0.25, -1.04], [-0.43, 0.31, -0.63], [-0.05, -0.26, -0.12], [0.09, -1.24, 0.10], [0.17, -0.04, 0.17], [-0.34, -0.08, -0.13], [0.70, 0.38, 0.22], [-0.19, 0.20, 0.16], [0.24, -0.06, -0.17], [-1.62, 1.02, 1.09], [0.56, 0.16, 0.04], [0.13, 0.09, -0.20], [0.20, -0.55, -0.43], [0.73, -1.47, 1.57], [0.19, 1.52, 0.64], [0.47, -1.53, -0.38], [-1.07, 0.94, -1.18], [0.16, 0.25, -0.13], [-0.12, -0.47, -0.14], [-0.40, 0.70, 0.02], [-0.06, 0.29, -0.55], [-0.28, -0.15, 0.25], [0.24, 0.08, 0.18], [0.05, 0.00, 0.00], [-0.10, -0.16, -0.23], [0.07, -0.07, 0.11], [0.01, 0.25, 0.01], [0.26, 0.23, -2.06], [-0.26, -0.48, -0.01], [-0.28, 0.41, -0.27], [-0.43, 0.10, 0.38], [0.48, 0.51, 0.37], [0.02, 0.09, -0.03], [-0.20, 0.03, -0.07], [0.21, -0.01, -0.07], [-0.17, -0.12, -0.08], [0.01, 0.22, 0.10], [-0.21, 0.02, 0.03], [-0.94, 0.54, 0.69], [-0.71, -0.40, -1.32], [-0.64, -2.12, 0.12], [-0.43, 0.76, 0.22], [0.55, -0.18, -0.25], [-1.55, -0.53, 1.73], [-0.45, -2.13, -1.46], [-0.02, 0.39, -0.20], [0.31, 0.12, 0.01], [0.48, 0.47, 0.42], [-0.26, 0.47, -0.12], [1.32, -0.19, -0.62], [0.41, -1.17, -0.56], [2.22, 1.26, 0.65], [-0.66, -0.04, -0.16], [0.52, 1.32, -0.06], [1.45, -0.67, 0.15], [-0.58, -0.29, 0.17], [-0.01, -0.42, -0.25], [-0.08, 0.41, -0.24], [-0.36, 0.23, 0.21], [-0.84, -0.35, 1.12], [0.33, -1.37, -0.61], [-0.11, 0.47, -0.28], [0.81, 0.06, 0.93], [1.11, -0.05, -0.56], [-0.64, 0.58, 1.49], [-0.59, 0.74, -0.73], [0.47, 0.04, 0.24], [-0.15, 1.11, 0.92], [-0.38, -0.86, 0.68], [0.26, 0.27, -0.76], [-0.16, 0.03, -0.31], [0.36, -0.10, 0.96], [-0.18, 0.76, 0.30]],
  "homo_lumo_gap_ha": [0.13089, 0.12567],
  "homo_energy_ev": [0.244, 0.386],
  "charge": -2,
  "multiplicity": 3,
  "s2": 2.015
}

[3]
{
  "formula": "C27H30BBrClF4NO5STi",
  "method": "ωB97M-V with the def2-TZVPD basis set",
  "symbols": ["Ti", "C", "C", "C", "C", "C", "C", "C", "C", "S", "C", "N", "C", "C", "C", "C", "C", "C", "C", "C", "H", "H", "H", "H", "H", "H", "H", "H", "H", "H", "H", "H", "H", "H", "H", "H", "C", "C", "O", "C", "C", "H", "H", "H", "H", "H", "H", "H", "H", "H", "H", "Br", "C", "C", "C", "C", "C", "C", "H", "H", "H", "H", "O", "Cl", "O", "O", "O", "F", "B", "F", "F", "F"],
  "positions_angstrom": [[0.314488, -0.528872, 0.412185], [5.313427, -3.644265, -3.891298], [3.856832, -3.755258, -3.423860], [3.020980, -2.719722, -4.178787], [3.310582, -5.150391, -3.762282], [3.781462, -3.553525, -1.913438], [4.497588, -4.417775, -1.061146], [4.455982, -4.309861, 0.312792], [3.666494, -3.305714, 0.861964], [3.373068, -2.903110, 2.530222], [2.356082, -1.619497, 2.028942], [2.209399, -1.507295, 0.732068], [2.949269, -2.445127, 0.034942], [3.011028, -2.557630, -1.350570], [1.705836, -0.610028, 2.864958], [1.842456, -0.567574, 4.244899], [1.318520, 0.522648, 4.924711], [0.672334, 1.538725, 4.232708], [0.479335, 1.451404, 2.857273], [0.987434, 0.368215, 2.149310], [5.365821, -3.758999, -4.975682], [5.940911, -4.416996, -3.445137], [5.733678, -2.671387, -3.630275], [3.106573, -2.899837, -5.251425], [3.359115, -1.698699, -3.984234], [1.963758, -2.788549, -3.913662], [3.347375, -5.313466, -4.841289], [2.275040, -5.249767, -3.433046], [3.892833, -5.939500, -3.285261], [5.101601, -5.204067, -1.494508], [5.013928, -4.994641, 0.936737], [2.431222, -1.873770, -1.952270], [2.361510, -1.352103, 4.782310], [1.421132, 0.585169, 6.000000], [0.286691, 2.392827, 4.774124], [-0.094334, 2.216757, 2.350953], [-3.357001, -0.204947, -2.318672], [-2.871018, 1.161029, -2.748713], [-2.004226, 1.690482, -1.763290], [-1.570041, 2.999536, -2.065306], [-0.843588, 3.563281, -0.864721], [-4.021364, -0.619485, -3.078533], [-3.901571, -0.144489, -1.378229], [-2.527260, -0.898781, -2.180366], [-3.720307, 1.842474, -2.893438], [-2.341611, 1.101565, -3.712843], [-2.435623, 3.627676, -2.317215], [-0.912715, 2.982287, -2.947506], [-1.503818, 3.576503, 0.001729], [-0.507404, 4.581438, -1.067139], [0.034136, 2.959420, -0.630668], [3.208754, 2.358688, -4.893085], [2.359928, 1.604058, -3.375283], [2.889563, 1.837949, -2.116146], [2.276313, 1.264575, -1.012668], [1.132374, 0.474331, -1.158571], [0.620643, 0.262032, -2.440603], [1.228763, 0.824005, -3.553131], [3.773473, 2.450709, -2.004358], [2.701195, 1.433106, -0.030090], [-0.262054, -0.348463, -2.585001], [0.835175, 0.654808, -4.546370], [-1.624266, -0.411591, 0.487658], [-2.576003, 0.082386, 1.622352], [-3.852514, -0.370267, 1.234699], [-2.103167, -0.512744, 2.815306], [-2.464275, 1.495117, 1.629454], [-1.527462, -3.765180, -0.140701], [-0.287878, -3.301431, 0.103948], [0.710351, -4.219009, 0.057954], [0.022809, -2.179248, -0.860208], [-0.223657, -2.527439, 1.330030]],
  "atomic_forces_ev_per_a": [[-0.38, -0.43, -0.32], [0.01, -0.01, 0.01], [-0.07, -0.01, -0.03], [0.01, 0.02, 0.01], [0.01, 0.00, -0.02], [0.03, 0.03, -0.01], [0.01, -0.01, 0.06], [0.01, -0.06, -0.07], [-0.05, 0.07, 0.00], [0.05, 0.07, -0.08], [0.11, 0.09, -0.01], [-0.17, 0.06, 0.22], [0.09, -0.08, -0.04], [-0.01, -0.01, -0.02], [0.14, -0.08, 0.17], [0.01, 0.21, -0.06], [-0.02, 0.02, 0.03], [0.01, 0.00, 0.00], [-0.04, -0.06, 0.01], [-0.18, -0.29, 0.07], [0.00, -0.01, 0.00], [0.01, 0.01, 0.01], [0.00, 0.01, 0.00], [0.00, 0.00, 0.00], [0.01, -0.02, 0.00], [0.00, 0.01, 0.00], [0.00, 0.00, 0.00], [0.00, 0.00, 0.00], [0.01, 0.00, 0.01], [0.01, 0.00, 0.01], [0.00, 0.01, 0.01], [0.01, 0.00, 0.00], [0.02, 0.00, -0.02], [0.00, 0.00, 0.00], [0.00, 0.00, 0.00], [-0.02, 0.01, 0.00], [0.01, 0.02, -0.02], [0.06, 0.02, -0.07], [-0.12, -0.05, 0.06], [0.00, 0.03, -0.05], [0.03, 0.01, -0.01], [0.01, 0.02, 0.00], [0.00, 0.01, 0.02], [0.02, 0.00, 0.01], [0.01, -0.01, 0.01], [0.01, 0.00, 0.01], [0.00, -0.01, 0.01], [0.00, -0.01, 0.01], [-0.01, -0.02, 0.02], [-0.02, 0.00, -0.01], [-0.03, 0.00, 0.01], [-0.03, -0.03, 0.06], [0.02, 0.04, -0.06], [0.03, 0.03, 0.00], [-0.02, -0.05, 0.02], [-0.06, 0.00, 0.00], [-0.04, 0.03, 0.02], [0.00, 0.00, -0.02], [0.00, 0.00, 0.01], [0.01, 0.00, -0.01], [0.00, -0.01, -0.01], [0.00, 0.00, 0.00], [0.56, 0.57, 0.23], [0.06, -0.12, -0.35], [-0.15, -0.04, -0.03], [0.05, -0.08, 0.16], [0.02, 0.13, 0.03], [-0.03, 0.03, -0.03], [-0.16, 0.01, 0.09], [0.00, 0.00, -0.02], [0.11, -0.05, -0.05], [0.05, 0.00, 0.01]],
  "homo_lumo_gap_ha": 0.27450,
  "homo_energy_ev": -9.002,
  "e_above_lowest_kj_mol": 0.00
}